Entry 1:
Formula: C27H59N10O6Y
Source: OMol25
Level of theory: ωB97M-V/def2-TZVPD

The geometry in XYZ format:
```
103
Properties=species:S:1:pos:R:3:forces:R:3
O -0.896816 -1.647523 0.774468 -0.02 0.09 -0.05
H 0.160532 2.977173 1.675143 0.02 0.02 -0.01
C -1.604958 1.455952 4.096492 -0.07 -0.02 0.00
H -2.679109 1.326141 -3.121422 0.00 0.03 -0.02
H -0.491811 -2.481144 0.406666 -0.06 0.04 -0.01
H -2.501368 -3.708006 1.557291 0.01 0.01 0.00
H -0.657009 6.357559 -2.524142 -0.01 0.00 0.00
C -1.491806 -1.862054 2.060319 0.10 0.02 0.03
H -3.122603 -2.905785 2.992702 0.00 0.01 0.03
O -4.438809 0.401593 0.708142 0.11 0.01 -0.06
H 2.941387 -5.769375 -2.300728 -0.01 -0.01 0.01
H -0.502494 -5.679110 -1.097286 -0.03 0.02 -0.02
H -2.579721 1.572680 3.615255 -0.01 -0.01 0.02
H 1.048874 -1.756103 4.753221 0.01 0.00 0.01
C -2.727097 -2.732476 1.991820 -0.02 -0.04 -0.02
H 1.250224 -5.768956 -2.814318 0.01 0.00 0.01
C -1.859229 -1.320711 -2.845556 -0.05 -0.07 0.03
O -2.023994 -0.598540 -1.628239 0.09 0.08 0.03
O 0.075719 -2.051281 -3.997410 -0.05 -0.04 -0.05
H 1.961626 3.470623 -0.236165 -0.02 -0.07 0.00
H 3.702506 -3.509738 -3.116299 0.01 0.00 -0.03
H -1.552505 2.170530 4.921204 -0.01 0.00 -0.01
C -3.258955 0.272152 0.126297 -0.10 0.00 0.04
H 3.089065 2.123324 0.709784 -0.02 -0.03 0.03
H 0.404547 4.694982 0.529858 -0.02 0.01 0.01
H 1.013026 5.834705 -0.684880 -0.02 0.01 0.02
H -2.187384 -2.355826 -2.721900 0.02 0.02 -0.02
H -3.927851 2.645971 -1.402173 0.00 0.00 0.00
H -1.723995 5.059707 -3.051195 0.00 0.02 -0.01
O -2.240437 0.781828 0.545177 0.25 0.12 -0.02
N 0.238150 2.537466 -1.096720 -0.03 -0.05 0.00
C 2.530353 1.951381 -1.658662 0.08 0.05 0.03
O 0.282893 -0.369317 -2.525221 0.17 -0.18 -0.51
H 3.556028 2.331820 -1.743665 -0.02 -0.01 -0.01
C 0.947721 0.822403 5.363623 0.01 0.03 0.03
C 2.448716 0.346705 1.705317 0.17 0.02 0.00
H 2.595428 -1.112503 4.184363 0.00 -0.01 0.00
H 1.341214 -1.574463 3.017109 -0.03 -0.02 0.01
C 2.622311 -3.354692 -3.142410 -0.01 0.02 -0.03
N 1.027417 0.697567 1.744097 0.11 0.04 0.05
H 3.717062 -2.386124 -1.332990 -0.05 0.06 0.04
H -0.668601 -4.267059 -2.162743 0.00 -0.01 -0.02
H -0.486254 6.178978 0.190038 0.01 0.00 0.00
H -3.115785 4.043721 -0.681923 -0.01 -0.03 -0.01
H 3.605699 -1.587927 0.197796 0.00 0.01 0.00
C 1.520423 -1.130481 3.992122 -0.02 -0.06 0.04
H 2.591882 -0.731762 1.625260 0.01 0.03 -0.03
H -0.700530 3.762469 3.025294 -0.01 0.00 0.00
H 0.253256 0.333936 6.050164 0.01 0.00 0.01
C -0.690061 -4.603928 -1.127492 -0.07 -0.01 -0.02
C -3.195596 3.437489 -1.582532 -0.05 0.04 0.02
N 1.736722 -2.070530 -0.571220 0.05 0.10 0.07
N -0.571469 1.677175 3.105983 0.06 -0.03 -0.01
H 1.675988 -5.846335 -1.086215 0.01 0.00 -0.03
H -4.351697 0.968491 1.490460 -0.05 0.01 0.04
H 0.691361 1.874652 5.281891 0.03 -0.01 0.02
H 4.280212 -0.036278 -1.592944 -0.02 -0.04 -0.01
N 1.975241 -3.961669 -1.984984 -0.06 0.01 -0.06
H -3.584650 4.061751 -2.392113 -0.01 -0.02 0.01
H -1.603877 2.912469 1.752505 -0.02 0.01 -0.03
C 0.115485 5.385006 -0.254553 0.02 0.01 0.04
C -3.319988 -0.577414 -1.111091 -0.02 0.02 0.01
C 1.941378 -5.415944 -2.046532 0.08 -0.08 0.04
C 3.225995 -0.323538 -1.488256 0.06 0.07 0.04
H -4.039738 -0.133238 -1.810646 0.02 -0.03 0.01
H 4.189284 0.771132 0.511214 -0.01 0.01 -0.01
H 2.217427 -3.823152 -4.038964 0.01 -0.01 -0.01
H 0.991116 -5.419662 0.896842 0.01 0.02 0.02
H -0.350406 -4.484202 1.556659 0.02 -0.02 -0.02
C -0.370627 -1.274631 -3.184873 0.05 0.07 0.01
H 2.210818 1.618413 -2.647203 -0.02 0.04 0.00
H 1.270895 -3.765205 1.494426 0.02 -0.01 0.01
H 2.788613 -0.393127 -2.482473 0.00 -0.03 0.00
C 1.391761 -3.251961 -0.999825 0.03 0.06 -0.02
H -1.534666 0.448557 4.498757 -0.02 0.01 0.01
C 0.569112 -4.412832 0.972097 -0.01 -0.05 0.04
H -3.686965 -1.576222 -0.845474 0.03 0.03 -0.02
H -2.207437 6.116669 -1.704183 0.00 0.01 -0.01
C -0.740338 3.362591 -1.400002 -0.06 0.01 0.02
N 0.274680 -3.835854 -0.344056 0.00 0.02 0.12
N 0.937943 0.198551 4.047000 -0.02 -0.04 0.01
C -1.885161 2.072113 -3.134314 0.02 -0.01 -0.07
H -0.751794 -2.308709 2.728487 0.00 -0.01 0.01
H -2.441439 -0.860312 -3.649685 0.02 -0.03 0.00
C 0.483962 0.834688 2.937254 0.05 0.12 0.02
H -2.058130 2.725950 -3.996682 0.00 0.00 0.00
H -1.727419 -0.871462 2.450791 -0.03 -0.01 -0.01
C 3.124089 -1.656290 -0.781306 0.10 -0.03 -0.03
N -0.688090 4.707200 -1.258005 0.06 -0.02 -0.02
C -1.369905 5.606061 -2.182636 0.02 0.02 -0.03
H -1.689170 -4.428471 -0.721382 0.00 -0.01 0.00
C -0.688006 2.905027 2.346597 -0.01 -0.05 -0.05
C 3.129738 1.048349 0.537819 0.07 0.03 -0.03
N 2.503117 0.759554 -0.778225 0.07 0.07 0.08
H -3.518062 -2.274766 1.398678 -0.02 0.04 -0.02
H -0.929822 1.565965 -3.246415 -0.03 0.03 0.00
H 1.952814 0.747993 5.781453 0.00 -0.01 0.00
H 1.663745 3.869337 -1.913441 0.02 -0.01 0.02
C 1.606763 3.055011 -1.184372 -0.01 0.05 -0.06
N -1.912783 2.835585 -1.895866 0.02 -0.01 0.07
Y 0.134884 0.187894 -0.443072 -0.88 -0.44 0.37
H 2.377928 -2.301800 -3.202162 0.00 0.00 -0.01
H 2.959249 0.663424 2.621271 -0.03 0.00 -0.04
```
Positions in Å, forces in eV/Å.

As for the energy above the lowest of the compared OMol25 structures with the same formula, charge and spin: 0.0 kcal/mol. As for the total charge: +2. The value obtained for the total energy is -2101.27170 hartree. For the HOMO energy, the calculation gives -13.5 eV. Its LUMO energy is -4.082 eV. The HOMO-LUMO gap comes out at 0.347 Eh.

Entry 2:
Formula: C27H60NO10S
Source: OMol25
Level of theory: ωB97M-V/def2-TZVPD

The geometry in XYZ format:
```
99
Properties=species:S:1:pos:R:3:forces:R:3
H 7.667028 2.360284 -3.978488 0.00 -0.03 -0.23
H -7.232103 3.986102 -0.622129 -0.10 -0.08 0.03
C 5.224408 2.706446 -0.118258 1.94 0.55 -0.76
H 0.749138 2.339232 1.908582 -0.71 -0.46 1.29
S 3.093756 4.051467 2.017266 -0.04 -0.85 -0.06
O -2.130980 0.608986 -1.438602 0.29 -0.07 -0.10
H 1.468274 1.084000 4.729269 0.21 0.92 -1.26
H -8.325448 2.979375 -1.596838 0.05 0.07 0.03
H -4.193882 -0.575882 -6.829841 0.02 0.11 -0.05
H 3.422099 3.320316 -0.648175 0.90 0.26 -0.24
C -2.186463 0.162675 1.485710 0.31 -0.88 0.62
O -4.383698 -1.437149 3.330531 0.04 -0.04 -0.12
H 1.325688 -2.138397 4.999334 -0.17 -0.01 -0.11
C -6.509952 1.981654 -0.979283 -0.17 0.29 0.11
H -6.936214 1.547911 -0.069269 -0.13 -0.08 -0.10
H 3.090597 -3.916034 5.037715 -0.04 0.03 0.04
O -0.647056 1.213963 3.150325 1.82 0.46 -1.35
C 1.087821 -3.158955 5.312491 0.00 -0.65 0.13
H 0.319517 -3.110810 6.089856 0.12 0.23 0.07
H 5.759726 3.394990 -5.247672 -0.05 0.02 0.06
C 1.716048 1.821007 3.894394 0.86 -0.73 -1.10
H 7.233984 3.464681 -2.005991 0.25 0.22 -0.06
H 5.846312 4.824701 -4.194533 0.08 -0.08 -0.05
C -0.675301 0.234509 2.080223 -1.85 -1.07 -1.68
C 7.479775 3.438509 -3.937024 -0.23 0.01 0.34
C 3.481889 2.252674 1.893938 1.64 -4.54 0.30
H 3.237646 -2.179525 -4.556234 0.06 -0.01 0.07
H 1.942927 -4.457796 2.062144 2.54 0.17 0.88
O -5.145332 2.309288 -0.734460 0.44 -0.03 0.11
H -6.117359 -1.076757 5.340788 0.08 0.01 0.10
H -2.982569 2.616641 -2.989336 -0.17 -0.08 -0.03
H 0.002448 0.471864 1.190396 -0.57 0.09 1.38
C 0.404074 2.178741 2.984893 0.19 1.10 1.15
O 1.658904 -4.379800 -2.564722 -0.07 -0.14 0.16
O 7.814931 3.910752 -2.639021 0.08 -0.01 -0.01
C 2.331060 -3.860829 5.822875 0.16 0.12 0.08
C -7.277796 3.218396 -1.400407 -0.08 0.05 -0.12
H 2.052061 -4.032796 -1.751625 -0.17 -0.16 -0.27
O 4.357374 3.535416 -0.883017 1.20 -2.33 1.94
H -2.208844 -0.504670 0.558050 0.20 1.00 1.34
H -4.935847 -0.644711 3.284209 0.07 -0.22 -0.01
H 5.557595 -0.310209 0.104399 -1.14 0.61 1.25
C 3.506339 -3.230562 0.948434 -0.45 -1.63 1.02
C 4.499971 1.652523 0.870395 -1.48 -1.15 1.84
H 2.751181 -3.334968 6.683632 0.01 -0.10 -0.01
H -2.593178 1.185476 1.180608 0.67 -1.32 0.63
H -6.909126 0.838057 -6.641614 0.02 -0.07 0.22
N 3.106904 -0.210400 2.812998 1.47 2.81 -2.31
H 4.144931 -2.716094 3.043022 0.24 0.47 -1.60
H 3.454484 -5.497743 1.357359 -1.77 1.20 -1.56
C 3.170413 -2.961343 -3.795905 0.08 0.01 -0.19
H -5.708965 -1.196588 -7.469041 -0.02 0.13 0.00
H 2.599749 -0.820582 3.486321 0.60 0.49 -0.77
H -4.044429 0.484990 -2.173566 -0.03 -0.01 -0.14
H -3.523953 -2.610443 4.766988 -0.02 0.09 -0.20
C 1.727541 -3.356727 -3.551011 0.27 0.12 0.28
C 2.937960 -4.483207 1.483123 0.36 1.27 -0.22
H 5.501495 -2.496406 1.827008 -1.79 -0.02 -0.16
C 4.078365 -0.781588 1.888841 0.82 2.11 -1.23
C 2.795143 1.205732 2.856906 1.29 1.28 -0.82
H -3.475158 1.593288 -4.356905 0.02 0.10 0.02
C 4.814899 0.124340 0.846488 -2.96 1.69 2.97
H -4.998563 0.275995 -8.166553 0.05 -0.07 0.03
H 3.633738 -2.596034 -2.873626 -0.04 0.10 -0.02
H -5.275202 -0.412947 -4.687163 -0.22 0.01 -0.08
H -6.839793 3.652906 -2.302803 -0.06 -0.12 0.03
H 1.139777 -2.498456 -3.209448 -0.03 0.09 -0.19
C -5.472816 -1.957256 5.417974 -0.06 -0.12 0.11
C -4.155610 -1.721491 4.706224 -0.35 0.21 0.05
H -1.771422 1.683382 -3.856108 -0.09 -0.10 -0.03
H -5.387982 1.477925 -5.992758 -0.05 0.11 -0.18
H 3.309912 -2.973758 -0.147369 2.09 -0.67 1.23
C -5.163861 -0.277508 -7.239099 -0.01 -0.02 -0.18
H 0.341734 -4.749188 4.474940 -0.01 0.20 -0.09
O 0.558277 -3.851308 4.188646 -0.03 0.12 -0.22
O -6.143786 -0.179555 -5.041220 -0.11 0.03 0.27
H -3.614198 -0.881601 5.154086 0.07 -0.08 0.16
H 2.160780 2.778239 4.363905 -0.64 -1.68 -0.93
H -5.126004 2.970982 -0.030243 -0.04 -0.14 -0.19
H -2.865094 -0.352943 2.267899 1.09 1.14 -1.26
C 6.028785 3.748318 -4.249041 -0.10 0.04 -0.18
H 0.059996 3.217743 3.363508 0.23 -1.84 -0.55
H 8.138544 3.930191 -4.655911 0.03 -0.02 0.18
H -6.013207 -2.788968 4.958755 0.12 0.02 0.06
C -3.016141 0.502760 -2.546504 -0.12 0.40 -0.02
H 1.275902 -3.740707 -4.467777 -0.02 -0.10 0.20
H 2.101665 -4.888673 6.116778 -0.01 0.11 0.07
H -0.417838 -0.836158 2.413899 -0.19 1.65 -0.02
O 6.467111 2.795302 -0.211633 -5.02 -0.57 0.43
C -5.933393 0.560548 -6.237647 0.35 -0.22 0.03
H 4.010008 4.693112 2.840478 -0.16 -1.24 -0.49
H 5.366172 3.275126 -3.518038 0.03 -0.07 -0.07
H -2.321422 1.445799 -0.993764 -0.14 -0.22 -0.13
H -5.310946 -2.182427 6.474803 -0.07 0.04 -0.04
C -2.804110 1.664427 -3.497012 0.04 0.02 -0.14
C 4.369891 -2.357840 1.969247 -1.88 1.63 0.38
H -2.815887 -0.445622 -3.051043 0.14 0.01 0.19
H -6.539912 1.226425 -1.767743 0.18 0.05 0.09
H 3.754045 -3.824790 -4.125206 -0.10 0.07 -0.03
```
Positions in Å, forces in eV/Å.

As for the energy above the lowest of the compared OMol25 structures with the same formula, charge and spin: 86.0 kcal/mol. As for the total charge: +1. The value obtained for the total energy is -2269.43151 hartree. For the HOMO energy, the calculation gives -10.8 eV. Its LUMO energy is -4.892 eV. The HOMO-LUMO gap comes out at 0.216 Eh.